A) Below is a 2-piece molecular cluster, C4H12N2O overall, with properties calculated with ωB97M-V/def2-TZVPD.

Geometry (Å):
C1 -1.27 -1.61 0.94
C2 0.42 0.04 2.63
C3 0.56 0.11 1.15
O1 -0.55 -0.54 0.38
N1 1.50 0.62 0.52
H1 1.31 0.60 -0.60
H2 -0.61 -2.46 1.19
H3 -1.81 -1.32 1.85
H4 -1.99 -1.94 0.20
H5 1.21 0.63 3.08
H6 0.50 -0.99 2.98
H7 -0.55 0.42 2.94
C4 0.04 1.46 -2.62
N2 0.63 0.25 -2.07
H8 0.98 -0.36 -2.81
H9 -0.07 -0.28 -1.52
H10 -0.82 1.27 -3.27
H11 -0.28 2.09 -1.79
H12 0.80 2.01 -3.19

The LUMO energy comes out at 0.9 eV. Its total charge is 0. As for the SMILES: [H]/N=C(/C)OC.CN. The HOMO energy is -0.324 hartree.

=====

B) Below is a single C4H12N2O molecule, with properties calculated with ωB97M-V/def2-TZVPD.

Geometry (Å):
C1 1.50 -0.65 -0.40
C2 -1.97 0.55 0.54
C3 2.81 -0.29 0.28
C4 -1.88 1.69 -0.42
N1 -0.86 -0.44 -0.15
N2 0.37 -0.25 0.45
O1 -1.21 -1.86 -0.09
H1 -1.54 -2.07 -0.97
H2 0.43 -0.69 1.37
H3 1.48 -1.73 -0.62
H4 1.39 -0.10 -1.33
H5 -1.65 0.78 1.56
H6 -2.91 0.00 0.47
H7 2.94 -0.86 1.20
H8 3.65 -0.49 -0.38
H9 2.82 0.77 0.55
H10 -1.13 2.42 -0.14
H11 -1.39 1.08 -1.29
H12 -2.85 2.15 -0.63

The LUMO energy comes out at 1.1 eV. Its total charge is 0. As for the SMILES: CCNN(O)CC. The HOMO energy is -0.328 hartree.

=====

C) Below is a 2-piece molecular cluster, C4H12N2O overall, with properties calculated with ωB97M-V/def2-TZVPD.

Geometry (Å):
C1 -1.03 -1.08 -1.00
C2 -0.11 -0.77 2.35
C3 -0.01 1.36 -0.62
C4 -0.14 0.09 -1.57
N1 1.08 -0.58 1.51
N2 1.19 2.15 -0.61
O1 1.50 -1.64 1.08
H1 -1.97 -0.68 -0.53
H2 -1.27 -1.91 -1.78
H3 -0.44 -1.66 -0.21
H4 -0.86 -0.03 1.92
H5 -0.67 -1.70 2.21
H6 -0.04 -0.37 3.33
H7 -0.84 1.92 -0.91
H8 -0.45 0.44 -2.62
H9 -0.17 1.05 0.40
H10 0.77 -0.36 -1.87
H11 1.80 1.96 -1.32
H12 1.67 1.81 0.27

The LUMO energy comes out at -0.3 eV. Its total charge is 0. As for the SMILES: CCCN.CN=O. The HOMO energy is -0.337 hartree.

=====

Which of them is most stable, and which least? Most stable: A); least stable: C).

=====

A) Below is a 2-piece molecular cluster, C4H12N2O overall, with properties calculated with ωB97M-V/def2-TZVPD.

Geometry (Å):
C1 1.74 -0.46 -1.11
O1 0.59 -1.29 -1.20
C2 2.55 -0.81 0.13
H1 1.45 0.60 -1.11
H2 2.34 -0.61 -2.01
H3 3.40 -0.14 0.30
H4 2.89 -1.84 0.05
H5 1.88 -0.76 0.99
C3 -0.58 1.68 1.07
N1 -1.02 0.39 0.56
C4 -2.20 0.32 0.11
N2 -2.88 -0.86 -0.04
H6 0.08 2.16 0.34
H7 0.02 1.51 1.96
H8 -1.40 2.36 1.34
H9 -0.08 -0.85 -0.64
H10 -2.84 1.20 -0.01
H11 -2.32 -1.70 0.02
H12 -3.61 -0.89 -0.73

The LUMO energy comes out at 1.0 eV. Its total charge is 0. As for the SMILES: C/N=C/N.CCO. The HOMO energy is -0.346 hartree.

=====

B) Below is a single C4H12N2O molecule, with properties calculated with ωB97M-V/def2-TZVPD.

Geometry (Å):
C1 -1.54 -0.43 0.92
O1 -1.48 -1.22 2.15
C2 -0.22 -0.07 0.27
C3 -0.19 1.22 -0.60
C4 1.03 1.25 -1.39
N1 2.23 0.93 -0.67
N2 0.19 -1.39 -0.41
H1 -2.20 -1.08 0.33
H2 -2.08 0.44 1.09
H3 -1.36 -2.17 1.99
H4 0.48 0.23 1.12
H5 -1.08 1.26 -1.30
H6 -0.44 2.04 0.11
H7 0.90 0.55 -2.35
H8 1.25 2.32 -1.95
H9 2.93 0.75 -1.42
H10 2.19 0.00 -0.34
H11 0.48 -1.10 -1.46
H12 -0.62 -1.95 -0.61

The LUMO energy comes out at 0.9 eV. Its total charge is 0. As for the SMILES: NCC[C@H](N)CO. The HOMO energy is -0.349 hartree.

=====

Which of them is most stable, and which least? Most stable: A); least stable: B).

=====

A) Below is a 3-piece molecular cluster, C4H17N2O2 overall, with properties calculated with ωB97M-V/def2-TZVPD.

Geometry (Å):
C1 -1.06 -0.04 1.28
C2 0.39 -0.18 1.94
C3 1.47 0.83 1.51
C4 2.58 0.49 0.55
N1 2.00 0.11 -0.74
N2 -1.00 -0.58 -0.18
H1 -1.73 -0.75 1.74
H2 -1.49 0.94 1.24
H3 0.46 -1.28 1.93
H4 0.22 0.04 3.00
H5 0.94 1.81 1.51
H6 1.98 1.02 2.51
H7 3.23 -0.40 0.91
H8 3.26 1.36 0.35
H9 2.63 -0.09 -1.50
H10 1.47 0.93 -0.96
H11 -2.01 -0.74 -0.44
H12 -0.68 -1.53 -0.04
H13 -0.34 -0.04 -0.78
H14 -3.37 -0.54 -2.37
H15 -3.84 -1.37 -1.31
O1 -3.41 -0.50 -1.39
H16 -0.81 -0.48 -3.20
H17 -0.17 0.80 -3.06
O2 -0.71 0.19 -2.52

The LUMO energy comes out at -3.0 eV. Its total charge is +1. The HOMO energy is -0.474 hartree.

=====

B) Below is a 3-piece molecular cluster, C4H17N2O2 overall, with properties calculated with ωB97M-V/def2-TZVPD.

Geometry (Å):
C1 0.19 0.94 0.23
N1 0.45 1.66 -1.04
C2 0.35 -0.51 -0.18
N2 -0.62 -0.75 -1.27
C3 -1.85 -1.50 -0.85
C4 -2.70 -1.80 -2.06
H1 0.75 1.38 1.05
H2 -0.86 1.06 0.48
H3 1.41 1.53 -1.31
H4 0.26 2.65 -0.98
H5 1.36 -0.64 -0.54
H6 0.06 -1.19 0.61
H7 -0.72 0.18 -1.69
H8 -0.18 -1.31 -2.00
H9 -2.34 -0.92 -0.06
H10 -1.52 -2.40 -0.35
H11 -2.11 -2.29 -2.84
H12 -3.43 -2.56 -1.82
H13 -3.20 -0.93 -2.47
H14 5.01 1.89 2.46
H15 6.22 1.11 2.31
O1 5.38 1.26 1.85
H16 -2.00 1.01 2.11
H17 -1.95 0.08 3.40
O2 -1.82 0.13 2.45

The LUMO energy comes out at -2.7 eV. Its total charge is +1. The HOMO energy is -0.506 hartree.

=====

Which of them is most stable, and which least? Most stable: B); least stable: A).

=====

A) Below is a 2-piece molecular cluster, C2H4FNO overall, with properties calculated with ωB97M-V/def2-TZVPD.

Geometry (Å):
C1 -2.24 -0.15 0.65
C2 1.65 0.04 -0.46
N1 0.96 0.19 0.61
O1 -1.47 -0.02 -0.44
F1 -3.50 -0.04 0.13
H1 1.00 0.11 -1.36
H2 2.70 -0.20 -0.54
H3 -0.53 0.04 -0.13
H4 1.45 0.02 1.54

The LUMO energy comes out at 0.5 eV. Its total charge is 0. The HOMO energy is -0.358 hartree.

=====

B) Below is a 2-piece molecular cluster, C2H4FNO overall, with properties calculated with ωB97M-V/def2-TZVPD.

Geometry (Å):
C1 -0.10 -0.06 1.29
C2 0.04 -0.43 -1.12
N1 -0.11 0.38 0.06
O1 -0.21 -1.13 1.78
F1 0.12 1.73 -0.17
H1 0.08 1.43 2.40
H2 -0.41 -1.40 -0.91
H3 -0.49 0.05 -1.95
H4 1.09 -0.56 -1.38

The LUMO energy comes out at 0.4 eV. Its total charge is 0. The HOMO energy is -0.349 hartree.

=====

Which of them is most stable, and which least? Most stable: A); least stable: B).

=====

A) Below is a single C18H25N3O5 molecule, with properties calculated with ωB97M-V/def2-TZVPD.

Geometry (Å):
C1 -1.29 -1.42 1.82
C2 -0.20 -2.23 1.12
C3 0.28 -1.54 -0.16
C4 1.46 -2.26 -0.84
C5 2.77 -1.48 -0.74
C6 3.34 -1.44 0.68
H1 3.77 -2.41 0.93
H2 2.53 -1.26 1.39
C7 4.40 -0.35 0.84
C8 3.79 1.00 0.56
O1 4.03 1.70 -0.40
N1 2.89 1.39 1.51
N2 1.98 2.41 1.22
C9 0.74 2.31 1.77
O2 0.47 1.52 2.64
C10 -0.26 3.26 1.14
C11 -0.54 2.63 -0.22
O3 0.25 2.75 -1.13
N3 -1.67 1.88 -0.24
C12 -2.13 1.03 -1.23
C13 -1.44 0.83 -2.42
C14 -1.91 -0.06 -3.37
C15 -3.08 -0.77 -3.15
C16 -3.78 -0.58 -1.98
C17 -3.33 0.31 -1.00
C18 -4.11 0.48 0.23
O4 -3.86 1.27 1.12
O5 -5.18 -0.32 0.31
H3 -5.64 -0.15 1.15
H4 -4.70 -1.12 -1.79
H5 -3.45 -1.46 -3.89
H6 -1.36 -0.20 -4.28
H7 -0.53 1.38 -2.60
H8 -2.27 1.89 0.59
H9 -1.15 3.33 1.76
H10 0.18 4.25 1.00
H11 2.14 2.85 0.32
H12 2.55 0.77 2.23
H13 4.81 -0.37 1.86
H14 5.21 -0.51 0.13
H15 3.51 -1.94 -1.40
H16 2.60 -0.47 -1.10
H17 1.23 -2.40 -1.89
H18 1.59 -3.25 -0.39
H19 -0.57 -1.49 -0.85
H20 0.56 -0.51 0.07
H21 -0.59 -3.22 0.87
H22 0.64 -2.37 1.81
H23 -0.90 -0.45 2.13
H24 -1.64 -1.94 2.71
H25 -2.13 -1.26 1.15

The LUMO energy comes out at 0.0 eV. Its total charge is 0. As for the SMILES: CCCCCCCC(=O)NNC(=O)CC(=O)Nc1ccccc1C(=O)O. The HOMO energy is -0.329 hartree.

=====

B) Below is a single C18H25N3O5 molecule, with properties calculated with ωB97M-V/def2-TZVPD.

Geometry (Å):
C1 -4.78 -1.78 1.32
H1 -5.48 -2.08 2.09
O1 -3.53 -2.30 1.71
C2 -2.44 -2.05 0.93
C3 -1.23 -2.57 1.39
C4 -0.08 -2.37 0.66
C5 -0.09 -1.65 -0.53
C6 -1.31 -1.14 -0.99
C7 -2.48 -1.34 -0.26
H2 -3.41 -0.95 -0.63
O2 -1.26 -0.47 -2.18
C8 -2.44 0.13 -2.67
H3 -2.14 0.68 -3.56
H4 -3.19 -0.62 -2.94
H5 -2.87 0.83 -1.95
C9 1.18 -1.43 -1.30
N1 2.33 -1.28 -0.41
C10 3.54 -1.90 -0.89
H6 3.30 -2.89 -1.28
H7 4.02 -1.31 -1.70
C11 4.50 -2.04 0.28
N2 4.68 -0.75 0.90
C12 3.78 0.25 0.90
O3 3.94 1.24 1.58
C13 2.60 0.11 -0.06
C14 1.39 0.83 0.54
C15 0.65 1.67 -0.47
O4 1.05 1.95 -1.58
N3 -0.57 2.11 -0.06
C16 -1.20 3.28 -0.64
H8 -0.53 3.70 -1.38
H9 -2.14 2.99 -1.13
C17 -1.46 4.21 0.57
H10 -0.93 5.15 0.48
H11 -2.53 4.41 0.67
C18 -0.94 3.38 1.75
H12 -1.59 3.41 2.63
H13 0.07 3.68 2.03
O5 -0.94 2.03 1.29
H14 1.76 1.51 1.31
H15 0.71 0.12 1.02
H16 2.89 0.69 -0.97
H17 5.43 -0.65 1.57
H18 5.47 -2.41 -0.07
H19 4.09 -2.76 1.00
H20 1.35 -2.30 -1.94
H21 1.06 -0.56 -1.96
H22 0.86 -2.75 1.01
H23 -1.23 -3.12 2.31
H24 -4.76 -0.68 1.26
H25 -5.11 -2.19 0.36

The LUMO energy comes out at 0.7 eV. Its total charge is 0. As for the SMILES: COc1ccc(CN2CCNC(=O)[C@@H]2CC(=O)N2CCCO2)c(OC)c1. The HOMO energy is -0.290 hartree.

=====

Which of them is most stable, and which least? Most stable: A); least stable: B).

=====

A) Below is an isolated ion of composition C3H4NO3 and charge -1, with properties calculated with ωB97M-V/def2-TZVPD.

Geometry (Å):
C1 1.53 0.75 0.49
C2 -1.61 0.08 0.12
C3 -0.22 -0.09 -0.83
N1 0.56 0.90 -0.34
O1 -1.41 -0.25 1.27
O2 -2.55 0.57 -0.48
O3 0.24 -1.66 -0.60
H1 1.98 1.68 0.92
H2 1.96 -0.25 1.00
H3 -0.66 -0.04 -1.83
H4 0.16 -1.70 0.28

The LUMO energy comes out at 4.1 eV. Its total charge is -1. As for the SMILES: C=N[C@@H](O)C(=O)[O-]. The HOMO energy is -0.149 hartree.

=====

B) Below is an isolated ion of composition C3H4NO3 and charge -1, with properties calculated with ωB97M-V/def2-TZVPD.

Geometry (Å):
C1 -1.88 0.30 0.09
N1 -0.67 -0.15 -0.44
C2 0.47 0.27 0.32
C3 1.75 -0.63 -0.18
O1 2.57 -0.59 0.82
O2 1.74 -1.08 -1.32
O3 -1.93 0.92 1.11
H1 -2.77 0.20 -0.45
H2 -0.53 -0.62 -1.34
H3 0.72 1.26 0.00
H4 0.53 0.12 1.39

The LUMO energy comes out at 3.8 eV. Its total charge is -1. As for the SMILES: O=CNCC(=O)[O-]. The HOMO energy is -0.142 hartree.

=====

Which of them is most stable, and which least? Most stable: B); least stable: A).

=====

A) Below is a single C2H5NS2 molecule, with properties calculated with ωB97M-V/def2-TZVPD.

Geometry (Å):
C1 -0.67 1.05 0.80
C2 0.80 -0.36 -0.60
N1 0.35 0.19 0.68
S1 0.85 1.69 1.34
S2 -2.13 0.46 2.19
H1 -1.35 1.43 0.12
H2 1.69 -1.04 -0.53
H3 -0.08 -0.98 -1.12
H4 1.21 0.55 -1.15
H5 -1.18 0.44 3.21

The LUMO energy comes out at 0.3 eV. Its total charge is 0. As for the SMILES: CN1S[C@@H]1S. The HOMO energy is -0.321 hartree.

=====

B) Below is a single C2H5NS2 molecule, with properties calculated with ωB97M-V/def2-TZVPD.

Geometry (Å):
C1 1.85 0.46 -0.26
C2 -1.97 -0.60 -0.17
H1 2.24 1.29 0.51
H2 1.34 1.24 -1.11
H3 2.79 -0.23 -0.41
H4 -0.92 0.22 1.65
H5 -1.43 -1.28 -0.86
N1 -0.92 -0.06 0.67
S1 0.52 -0.94 0.07
S2 -3.50 -0.09 -0.09

The LUMO energy comes out at 0.2 eV. Its total charge is 0. As for the SMILES: CSNC=S. The HOMO energy is -0.322 hartree.

=====

Which of them is most stable, and which least? Most stable: B); least stable: A).

=====

A) Below is a single C2H5NS2 molecule, with properties calculated with ωB97M-V/def2-TZVPD.

Geometry (Å):
C1 1.20 -0.63 0.07
C2 -1.14 -0.27 -0.08
H1 0.78 -1.52 -0.41
H2 1.55 -0.94 1.09
H3 2.07 -0.25 -0.53
H4 -1.05 2.15 0.00
H5 -1.14 -1.38 -0.14
N1 0.09 0.27 -0.05
S1 0.23 2.00 0.00
S2 -2.59 0.55 0.04

The LUMO energy comes out at 0.7 eV. Its total charge is 0. As for the SMILES: CN(S)C=S. The HOMO energy is -0.316 hartree.

=====

B) Below is a single C2H5NS2 molecule, with properties calculated with ωB97M-V/def2-TZVPD.

Geometry (Å):
C1 0.10 -0.70 -0.56
C2 -1.15 -1.04 0.25
N1 1.99 1.49 -0.38
S1 1.64 -1.62 0.04
S2 1.16 0.29 0.50
H1 2.05 1.61 -1.38
H2 -1.84 -0.34 0.02
H3 -0.84 -1.14 1.25
H4 -1.46 -2.01 -0.16
H5 2.84 1.67 0.12

The LUMO energy comes out at 0.4 eV. Its total charge is 0. The HOMO energy is -0.281 hartree.

=====

Which of them is most stable, and which least? Most stable: A); least stable: B).